Below is a cluster of 2 separate species, C3H6N2O3 in total, with properties calculated with wB97M-V/def2-TZVPD.

CARTESIAN COORDINATES (ANGSTROEM)
C 1.3130 0.2176 0.6071
C 0.0936 1.1526 0.9126
C -0.2119 0.3582 -1.1493
N 0.8787 -0.3342 -0.7418
N -1.6061 -1.2719 -0.5445
O -0.7734 -2.1631 -0.3307
O -2.8079 -1.4027 -0.4495
O -0.5517 1.4404 -0.3450
H 2.2456 0.8006 0.6837
H 1.2969 -0.7356 1.3494
H -0.6569 0.7170 1.4791
H 0.4412 2.0983 1.3891
H -0.6177 0.4453 -2.2125
H 0.9567 -1.3223 -0.6477

For the frontier orbital gap (spin up / spin down), the calculation gives 8.8 / 8.8 eV. The energy above the lowest of the compared OMol25 structures with the same formula, charge and spin comes out at 591.56 kJ/mol. The calculation puts the maximum force at 0.070 hartree/bohr. The total energy is -452.9757 hartree. The highest occupied orbital energy (spin up / spin down) comes out at -8.39 / -8.39 eV. For the LUMO energy (spin up / spin down), the calculation gives 0.0167 / 0.0167 Eh.


Below is the molecule C3H6N2O3, with properties calculated with wB97M-V/def2-TZVPD.

CARTESIAN COORDINATES (ANGSTROEM)
C -1.2487 -0.2943 -1.4808
C -0.2870 1.1473 1.1115
C 1.8811 0.0405 1.1251
H -0.3826 -1.7678 -2.4647
H -1.8819 0.5466 -1.5627
H 0.2263 -1.2729 -0.2292
H -0.8165 1.7884 1.6409
H 0.0565 1.4830 0.1801
H 2.5389 -0.5819 1.9365
N -1.1275 -0.9678 -2.6475
N -0.7445 -0.7444 -0.2496
O -1.1456 0.1196 0.9337
O 0.9693 0.7824 1.7705
O 1.9622 -0.2787 -0.0638

For the frontier orbital gap, the calculation gives 10.1 eV. The energy above the lowest of the compared OMol25 structures with the same formula, charge and spin comes out at 519.58 kJ/mol. The calculation puts the maximum force at 0.099 hartree/bohr. Its SMILES is [H]/N=C\NOCOC=O. The total energy is -453.0031 hartree. The highest occupied orbital energy comes out at -9.34 eV. For the LUMO energy, the calculation gives 0.0270 Eh.


Below is the molecule C3H6N2O3, with properties calculated with wB97M-V/def2-TZVPD.

CARTESIAN COORDINATES (ANGSTROEM)
C -2.1042 -0.7762 -1.2664
C 0.6845 0.0127 -0.4053
C 0.4195 1.4433 1.2143
H -3.0653 -0.1748 -0.6757
H -1.3985 -0.0891 -1.8760
H -2.3223 -1.6360 -1.9408
H 0.1496 -1.7511 -0.9176
H 2.0297 -0.8162 -1.4714
H -0.0524 2.3208 1.7933
N 0.0425 -1.1993 -0.0406
N 1.7919 0.0018 -0.9697
O -1.3813 -1.0178 0.0271
O 0.0146 1.2055 -0.0206
O 1.0941 0.6187 1.8566

For the frontier orbital gap, the calculation gives 10.8 eV. The energy above the lowest of the compared OMol25 structures with the same formula, charge and spin comes out at 528.88 kJ/mol. The calculation puts the maximum force at 0.098 hartree/bohr. Its SMILES is [H]/N=C(\NOC)OC=O. The total energy is -452.9996 hartree. The highest occupied orbital energy comes out at -10.18 eV. For the LUMO energy, the calculation gives 0.0214 Eh.


Below is the molecule C3H6N2O3, with properties calculated with wB97M-V/def2-TZVPD.

CARTESIAN COORDINATES (ANGSTROEM)
C 0.7233 -0.9525 1.6374
C -0.7031 0.2531 -0.4034
C 0.1482 0.1259 0.7933
N -1.3136 -0.5203 -1.3714
O -1.2320 0.4682 0.8678
O 0.7948 1.3270 -1.8598
N 0.0134 1.5268 -0.7378
O 0.8719 1.2926 0.4869
H 1.0926 2.2102 -2.1255
H -0.7438 -1.2793 -1.7173
H -2.2432 -0.8165 -1.1129
H 0.0310 -1.7899 1.6764
H 0.8843 -0.5732 2.6448
H 1.6762 -1.2722 1.2214

For the frontier orbital gap, the calculation gives 10.0 eV. The energy above the lowest of the compared OMol25 structures with the same formula, charge and spin comes out at 578.14 kJ/mol. The calculation puts the maximum force at 0.030 hartree/bohr. Its SMILES is C[C@@]12ON(O)[C@]1(N)O2. The total energy is -452.9808 hartree. The highest occupied orbital energy comes out at -9.21 eV. For the LUMO energy, the calculation gives 0.0303 Eh.


Below is a structure of composition C3H6N2O3, with properties calculated with wB97M-V/def2-TZVPD.

CARTESIAN COORDINATES (ANGSTROEM)
C -0.2908 -0.6570 -0.8313
C 0.8708 -0.1034 0.6865
C -0.2306 0.4795 0.1787
N 1.8446 0.1594 1.6017
N -1.0497 1.5632 0.5262
O 0.0466 -0.4022 -2.1475
O -1.3780 -1.4789 -0.7419
O 0.9150 -1.2089 -0.1524
H -1.1802 -2.3127 -1.1900
H -0.6506 0.1235 -2.5571
H 2.4098 -0.6402 1.8433
H 1.5407 0.7243 2.3797
H -0.8188 2.4126 0.0192
H -2.0289 1.3407 0.3849

For the frontier orbital gap, the calculation gives 8.3 eV. The energy above the lowest of the compared OMol25 structures with the same formula, charge and spin comes out at 257.82 kJ/mol. The calculation puts the maximum force at 0.023 hartree/bohr. The total energy is -453.1028 hartree. The highest occupied orbital energy comes out at -7.61 eV. For the LUMO energy, the calculation gives 0.0253 Eh.


Below is the molecule C3H6N2O3, with properties calculated with wB97M-V/def2-TZVPD.

CARTESIAN COORDINATES (ANGSTROEM)
C 2.3961 -0.4033 0.0630
C 0.1315 -0.8527 -0.1605
C -3.1607 0.4735 0.2611
H 2.5061 -1.5368 0.4504
H 3.0076 0.2755 0.6290
H 2.7831 -0.2370 -0.9609
H 0.0444 1.7689 -0.1353
H 0.4291 -1.7962 -0.5886
H -3.3387 1.3604 1.1942
N 0.9983 0.2019 0.0265
N -1.1835 -0.9233 -0.1540
O 0.9667 1.5873 -0.4984
O -1.7078 0.2039 0.5255
O -3.8720 -0.1222 -0.6519

For the frontier orbital gap, the calculation gives 9.2 eV. The energy above the lowest of the compared OMol25 structures with the same formula, charge and spin comes out at 755.86 kJ/mol. The calculation puts the maximum force at 0.166 hartree/bohr. Its SMILES is CN(O)/C=N\OC=O. The total energy is -452.9131 hartree. The highest occupied orbital energy comes out at -8.87 eV. For the LUMO energy, the calculation gives 0.0119 Eh.


Below is a cluster of 2 separate species, C3H6N2O3S in total, with properties calculated with wB97M-V/def2-TZVPD.

CARTESIAN COORDINATES (ANGSTROEM)
C -3.0421 -0.7099 0.4560
C 1.4984 0.4472 1.0453
C 0.3804 0.2932 -0.2968
N -0.6108 1.0721 -0.4449
N 0.5670 -0.7517 -1.1097
O -2.3406 -1.6099 0.2810
O -3.6988 0.2490 0.4533
O -1.4623 0.6973 -1.5163
S 2.9680 -0.4991 0.8587
H 1.6002 1.5332 1.0123
H 0.9806 0.1262 1.9448
H -2.1674 1.2384 -1.3808
H 0.0253 -0.5863 -1.9280
H 1.5452 -1.1958 -1.3014
H 3.7568 -0.3038 1.9268

For the frontier orbital gap, the calculation gives 9.5 eV. The energy above the lowest of the compared OMol25 structures with the same formula, charge and spin comes out at 159.96 kJ/mol. The calculation puts the maximum force at 0.088 hartree/bohr. Its SMILES is N/C(CS)=N\O.O=C=O. The total energy is -851.2727 hartree. The highest occupied orbital energy comes out at -8.90 eV. For the LUMO energy, the calculation gives 0.0221 Eh.


Below is the molecule C3H6N2O4, with properties calculated with wB97M-V/def2-TZVPD.

CARTESIAN COORDINATES (ANGSTROEM)
C -0.1043 -1.3751 -0.1717
C 0.7042 0.7462 0.6586
C -0.4372 0.1278 -0.1238
N 1.9234 0.6190 -0.0589
N -1.8301 0.2923 0.1908
O -0.8434 -2.0387 -1.0293
O 0.7378 -1.8764 0.4819
O 2.9274 1.0660 0.3848
O 1.8236 0.2149 -1.1840
H 0.7494 0.2730 1.6194
H 0.5549 1.7980 0.8653
H -0.2699 0.5454 -1.0363
H -2.2801 0.9386 -0.3222
H -2.1138 0.1724 1.1399
H -1.5419 -1.5034 -1.4145

For the frontier orbital gap, the calculation gives 10.3 eV. The energy above the lowest of the compared OMol25 structures with the same formula, charge and spin comes out at 462.46 kJ/mol. The calculation puts the maximum force at 0.071 hartree/bohr. Its SMILES is N[C@@H](C[N+](=O)[O-])C(=O)O. The total energy is -528.2800 hartree. The highest occupied orbital energy comes out at -10.10 eV. For the LUMO energy, the calculation gives 0.0075 Eh.


Below is the molecule C3H6N2OS, with properties calculated with wB97M-V/def2-TZVPD.

CARTESIAN COORDINATES (ANGSTROEM)
C -0.0276 2.2103 -0.1256
C -0.1006 -0.5734 0.1330
C -0.0584 -2.1001 0.0738
H -0.9678 1.9049 -0.6478
H 0.3141 3.1278 -0.5756
H -0.1745 2.2766 0.9422
H 2.0138 1.6671 -0.2089
H -0.9637 -0.1059 0.5605
H -1.3541 -4.1351 0.1502
N 1.0764 1.3216 -0.4239
N 0.9648 0.0010 -0.2004
O 0.9387 -2.7484 -0.1790
S -1.6610 -2.8462 0.5017

For the frontier orbital gap, the calculation gives 9.6 eV. The energy above the lowest of the compared OMol25 structures with the same formula, charge and spin comes out at 257.70 kJ/mol. The calculation puts the maximum force at 0.041 hartree/bohr. Its SMILES is CN/N=C/C(=O)S. The total energy is -700.7911 hartree. The highest occupied orbital energy comes out at -9.13 eV. For the LUMO energy, the calculation gives 0.0161 Eh.


Below is a cluster of 2 separate species, C3H6N2OS in total, with properties calculated with wB97M-V/def2-TZVPD.

CARTESIAN COORDINATES (ANGSTROEM)
C -0.2960 -1.1306 0.0869
C -0.9085 2.0123 0.3853
C 0.9893 -1.5636 0.3775
N -1.4509 -1.0134 0.0403
N -0.1140 1.5482 -0.4866
O -3.8601 -0.2648 -0.6479
S -2.8464 -0.3287 0.4249
H -0.8354 1.9606 1.4806
H -1.8280 2.5123 0.0068
H 1.1203 -1.6529 1.4588
H 1.6093 -0.7171 0.1739
H 1.3271 -2.5645 -0.1644
H -0.5767 1.8161 -1.3375

For the frontier orbital gap, the calculation gives 7.3 eV. The energy above the lowest of the compared OMol25 structures with the same formula, charge and spin comes out at 518.12 kJ/mol. The calculation puts the maximum force at 0.065 hartree/bohr. The total energy is -700.6919 hartree. The highest occupied orbital energy comes out at -7.02 eV. For the LUMO energy, the calculation gives 0.0107 Eh.


Below is a structure of composition C3H6N2OS, with properties calculated with wB97M-V/def2-TZVPD.

CARTESIAN COORDINATES (ANGSTROEM)
C -1.2059 -0.8803 0.6249
C 0.8524 0.1127 1.1507
C 0.4890 0.5425 -1.2131
H -2.0263 -1.1039 1.7022
H -1.1478 0.3040 0.3045
H -1.6781 -1.8438 -0.2181
H 0.6345 1.9965 0.3652
H 0.3521 1.6401 -1.6398
H 0.4574 -0.3129 -2.8249
N 0.5511 0.8949 0.1380
N 0.7122 -0.5711 -1.7486
O 0.2920 -1.1784 0.8620
S 1.7173 0.3997 2.4972

For the frontier orbital gap, the calculation gives 8.9 eV. The energy above the lowest of the compared OMol25 structures with the same formula, charge and spin comes out at 569.66 kJ/mol. The calculation puts the maximum force at 0.111 hartree/bohr. The total energy is -700.6722 hartree. The highest occupied orbital energy comes out at -8.94 eV. For the LUMO energy, the calculation gives -0.0011 Eh.


Below is the molecule C3H6N2OS, with properties calculated with wB97M-V/def2-TZVPD.

CARTESIAN COORDINATES (ANGSTROEM)
C -0.9932 0.0557 -0.1040
C 0.4685 0.4747 -0.1162
C 1.4156 -0.7158 -0.1251
H -2.9259 0.9118 -0.0128
H -1.5775 1.9225 0.1106
H -2.1581 -1.4786 -0.0297
H 1.3481 -1.3066 -1.0377
H 0.9316 -1.4073 0.6318
H 2.8234 0.2146 0.7790
N -1.9390 1.0056 0.1631
N -1.1790 -1.2062 -0.1738
O 2.7825 -0.4525 0.0675
S 1.0029 1.9822 -0.1527

For the frontier orbital gap, the calculation gives 8.4 eV. The energy above the lowest of the compared OMol25 structures with the same formula, charge and spin comes out at 177.91 kJ/mol. The calculation puts the maximum force at 0.030 hartree/bohr. Its SMILES is [H]/N=C(\N)C(=S)CO. The total energy is -700.8214 hartree. The highest occupied orbital energy comes out at -9.23 eV. For the LUMO energy, the calculation gives -0.0311 Eh.